Entry from OMol25: a cluster of 8 separate species, C14H42BF4O7 in total in a non-equilibrium geometry (ωB97M-V/def2-TZVPD).

Bonds (Å) are listed after each position.
Element x y z (Å)
1 B -41.6545 -30.1245 125.2608  F2 1.354, F3 1.435, F4 1.402, F5 1.386
2 F -41.3890 -28.7976 125.2307  B1 1.354
3 F -42.3110 -30.5577 124.0601  B1 1.435
4 F -40.4468 -30.8170 125.4242  B1 1.402
5 F -42.4474 -30.4733 126.3430  B1 1.386
6 C -41.7941 -34.5753 125.9711  C7 1.524, H9 1.096, H10 1.172, H11 1.104
7 C -40.5762 -33.8247 126.4967  C6 1.524, O8 1.428, H12 1.056, H13 1.098
8 O -40.9695 -32.9132 127.5226  C7 1.428, H14 0.958
9 H -42.5622 -35.0194 126.6151  C6 1.096
10 H -41.6412 -35.2221 125.0063  C6 1.172
11 H -42.4922 -33.8775 125.4773  C6 1.104
12 H -40.3638 -33.3525 125.5761  C7 1.056
13 H -39.8607 -34.4142 127.0849  C7 1.098
14 H -41.0534 -32.1421 126.9602  O8 0.958
15 C -44.4812 -32.7857 120.1181  C16 1.492, H18 1.032, H19 1.153, H20 1.106
16 C -43.9623 -31.7877 121.0982  C15 1.492, O17 1.404, H21 1.110, H22 0.997
17 O -43.3853 -32.3971 122.2235  C16 1.404, H23 0.910
18 H -44.9898 -32.2680 119.3838  C15 1.032
19 H -45.0335 -33.5764 120.7493  C15 1.153
20 H -43.5896 -33.3286 119.7533  C15 1.106
21 H -44.8024 -31.1175 121.3765  C16 1.110
22 H -43.4138 -31.1722 120.5374  C16 0.997
23 H -42.8345 -31.8095 122.6462  O17 0.910
24 C -46.6845 -32.8351 127.0090  C25 1.501, H27 1.205, H28 1.214, H29 1.003
25 C -45.2928 -32.4711 126.5800  C24 1.501, O26 1.427, H30 0.959, H31 1.050
26 O -44.9002 -31.2361 127.1766  C25 1.427, H32 1.024
27 H -47.3443 -31.8270 126.9793  C24 1.205
28 H -46.7725 -33.2803 128.1355  C24 1.214
29 H -46.9014 -33.5568 126.3467  C24 1.003
30 H -45.3572 -32.3917 125.6267  C25 0.959
31 H -44.5312 -33.1710 126.7600  C25 1.050
32 H -44.0880 -30.9341 126.6314  O26 1.024
33 C -38.8739 -32.8376 121.3390  C34 1.553, H36 1.221, H37 1.221, H38 1.076
34 C -39.7094 -32.4098 122.5767  C33 1.553, O35 1.438, H39 1.113, H40 1.010
35 O -38.8867 -31.5599 123.3942  C34 1.438, H41 0.926
36 H -38.1571 -31.9369 120.9310  C33 1.221
37 H -39.6565 -33.3922 120.5833  C33 1.221
38 H -38.1162 -33.5044 121.7108  C33 1.076
39 H -40.4091 -33.0913 123.1106  C34 1.113
40 H -40.3166 -31.7860 122.0653  C34 1.010
41 H -39.4207 -30.9102 123.7818  O35 0.926
42 C -39.1325 -26.5956 121.8106  C43 1.617, H45 1.098, H46 1.031, H47 1.069
43 C -39.9610 -27.1271 123.0935  C42 1.617, O44 1.481, H48 0.979, H49 1.207
44 O -41.3445 -27.5408 122.7630  C43 1.481, H50 0.898
45 H -38.1390 -26.5000 122.2691  C42 1.098
46 H -39.4586 -25.7095 121.3964  C42 1.031
47 H -39.2688 -27.2522 120.9780  C42 1.069
48 H -40.1705 -26.3684 123.6749  C43 0.979
49 H -39.2265 -27.9353 123.6068  C43 1.207
50 H -41.5882 -27.8068 123.5855  O44 0.898
51 C -42.5529 -24.9000 125.3317  C52 1.570, H54 1.097, H55 1.126, H56 1.071
52 C -42.7637 -25.9913 126.4403  C51 1.570, O53 1.385, H57 0.988, H58 1.101
53 O -43.1884 -25.4721 127.6515  C52 1.385, H59 0.938
54 H -43.4963 -24.3443 125.4038  C51 1.097
55 H -42.2348 -25.3130 124.3342  C51 1.126
56 H -41.7557 -24.2939 125.7114  C51 1.071
57 H -41.9954 -26.6062 126.5282  C52 0.988
58 H -43.4657 -26.7068 125.9839  C52 1.101
59 H -42.7566 -24.6424 127.7257  O53 0.938
60 C -46.8587 -28.3127 123.8185  C61 1.443, H63 1.029, H64 1.164, H65 1.125
61 C -45.7133 -28.9568 124.4153  C60 1.443, O62 1.384, H66 1.053, H67 0.950
62 O -44.7455 -28.9704 123.4268  C61 1.384, H68 1.014
63 H -46.7117 -27.3018 123.9424  C60 1.029
64 H -47.4947 -28.5602 124.7613  C60 1.164
65 H -47.0624 -28.7687 122.8103  C60 1.125
66 H -45.8927 -29.9686 124.6450  C61 1.053
67 H -45.5950 -28.5388 125.2607  C61 0.950
68 H -43.9229 -29.2966 123.9216  O62 1.014

E_HOMO = -7.10 eV
Energy relative to the best compared isomer or geometry (same formula, charge and spin) = 158.1 kcal per mole
Spin multiplicity = 1
Energy = -41078.71384 eV
Net charge = -1
Largest force on an atom = 7.47 eV/A
Frontier orbital gap = 9.91 eV

***

Entry from OMol25: a cluster of 7 separate species, C14H42O14 in total in a non-equilibrium geometry (ωB97M-V/def2-TZVPD).

Bonds (Å) are listed after each position.
Element x y z (Å)
1 O 2.7347 -2.0548 0.7410  C2 1.400, H5 0.940
2 C 3.0105 -2.4982 -0.5578  O1 1.400, C3 1.517, H6 1.127, H7 1.118
3 C 2.7747 -3.9789 -0.7909  C2 1.517, O4 1.397, H8 1.071, H9 1.131
4 O 1.4280 -4.3507 -0.7581  C3 1.397, H10 0.956
5 H 3.0904 -1.1896 0.6536  O1 0.940
6 H 2.3511 -1.8678 -1.2197  C2 1.127
7 H 4.0681 -2.2254 -0.7949  C2 1.118
8 H 3.3537 -4.5227 -0.0729  C3 1.071
9 H 3.1741 -4.3286 -1.7891  C3 1.131
10 H 1.2144 -4.7819 0.0678  O4 0.956
11 O -1.0011 -2.3438 -0.9232  C12 1.416, H15 0.972
12 C -0.7701 -1.4501 0.1510  O11 1.416, C13 1.505, H16 1.135, H17 1.105
13 C -0.1714 -0.1344 -0.2667  C12 1.505, O14 1.427, H18 1.107, H19 1.082
14 O -1.1009 0.7593 -0.8769  C13 1.427, H20 0.935
15 H -0.2017 -2.8411 -1.1648  O11 0.972
16 H -1.7919 -1.2689 0.6100  C12 1.135
17 H -0.0902 -1.9052 0.8936  C12 1.105
18 H 0.6388 -0.3740 -0.9823  C13 1.107
19 H 0.3075 0.3236 0.5883  C13 1.082
20 H -1.2264 0.4862 -1.7621  O14 0.935
21 O -1.6253 0.6444 2.7014  C22 1.444, H25 0.946
22 C -2.7337 1.5706 2.7163  O21 1.444, C23 1.559, H26 1.090, H27 1.106
23 C -2.7293 2.2243 4.1321  C22 1.559, O24 1.405, H28 1.129, H29 1.175
24 O -1.4312 2.7433 4.2768  C23 1.405, H30 0.966
25 H -0.8950 1.0817 3.1144  O21 0.946
26 H -2.7477 2.3312 1.9352  C22 1.090
27 H -3.6362 0.9360 2.6430  C22 1.106
28 H -2.9715 1.4706 4.9371  C23 1.129
29 H -3.6007 3.0115 4.1083  C23 1.175
30 H -1.2038 2.8129 5.2134  O24 0.966
31 O -0.7848 -2.9879 3.6841  C32 1.443, H35 0.964
32 C -0.9325 -4.0195 2.6862  O31 1.443, C33 1.512, H36 1.076, H37 1.075
33 C 0.3316 -4.8461 2.7673  C32 1.512, O34 1.416, H38 1.102, H39 1.080
34 O 1.5049 -4.4090 2.1063  C33 1.416, H40 0.959
35 H -1.2319 -2.2197 3.3101  O31 0.964
36 H -1.7240 -4.6207 3.0976  C32 1.076
37 H -1.2006 -3.5656 1.7496  C32 1.075
38 H 0.1488 -5.8571 2.3683  C33 1.102
39 H 0.4444 -4.9500 3.8361  C33 1.080
40 H 1.7722 -3.5688 2.4827  O34 0.959
41 O -1.3222 -1.0274 -3.2497  C42 1.394, H45 0.975
42 C -2.5216 -0.8341 -3.9334  O41 1.394, C43 1.510, H46 1.115, H47 1.074
43 C -3.4282 0.2308 -3.3634  C42 1.510, O44 1.392, H48 1.073, H49 1.138
44 O -4.0096 -0.1403 -2.1542  C43 1.392, H50 1.003
45 H -1.4936 -1.6695 -2.5361  O41 0.975
46 H -2.2860 -0.6090 -4.9995  C42 1.115
47 H -3.0563 -1.7631 -4.0002  C42 1.074
48 H -4.2069 0.4882 -4.0553  C43 1.073
49 H -2.9231 1.2473 -3.2772  C43 1.138
50 H -3.4748 0.1177 -1.3459  O44 1.003
51 O 3.3338 0.6654 -0.4892  C52 1.455, H55 0.998
52 C 3.2862 1.0009 -1.9046  O51 1.455, C53 1.516, H56 1.110, H57 1.064
53 C 3.6317 2.4690 -2.0566  C52 1.516, O54 1.424, H58 1.160, H59 1.042
54 O 2.9117 3.2521 -1.1103  C53 1.424, H60 0.977
55 H 3.1900 1.4709 0.0821  O51 0.998
56 H 4.0915 0.3891 -2.3613  C52 1.110
57 H 2.3426 0.6702 -2.2684  C52 1.064
58 H 3.3754 2.7608 -3.1492  C53 1.160
59 H 4.6543 2.6315 -1.9421  C53 1.042
60 H 2.4496 3.8860 -1.6925  O54 0.977
61 O -0.5580 4.8072 0.9371  C62 1.480, H65 0.997
62 C -0.4995 4.1193 -0.3715  O61 1.480, C63 1.499, H66 1.102, H67 1.085
63 C -0.1753 5.0558 -1.4965  C62 1.499, O64 1.461, H68 1.116, H69 1.057
64 O 1.1284 5.6880 -1.3087  C63 1.461, H70 0.976
65 H 0.2207 4.5180 1.4892  O61 0.997
66 H 0.2293 3.2954 -0.3122  C62 1.102
67 H -1.4501 3.6190 -0.5253  C62 1.085
68 H -0.9237 5.8800 -1.4232  C63 1.116
69 H -0.1843 4.4919 -2.3906  C63 1.057
70 H 1.1223 6.0538 -0.4037  O64 0.976

E_HOMO = -9.69 eV
Energy relative to the best compared isomer or geometry (same formula, charge and spin) = 21.5 kcal per mole
Spin multiplicity = 1
Energy = -43860.16192 eV
Net charge = 0
SMILES = OCCO.OCCO.OCCO.OCCO.OCCO.OCCO.OCCO
Largest force on an atom = 3.17 eV/A
Frontier orbital gap = 10.05 eV

***

Entry from OMol25: a cluster of 7 separate species, C14H42O14 in total in a non-equilibrium geometry (ωB97M-V/def2-TZVPD).

Bonds (Å) are listed after each position.
Element x y z (Å)
1 O 1.6820 -8.6354 -25.0894  C2 1.411, H5 0.960
2 C 0.8519 -7.8485 -24.2629  O1 1.411, C3 1.509, H6 1.100, H7 1.094
3 C 1.4611 -6.4894 -24.0219  C2 1.509, O4 1.435, H8 1.093, H9 1.095
4 O 2.4556 -6.4939 -22.9872  C3 1.435, H10 0.965
5 H 1.5166 -9.5654 -24.9190  O1 0.960
6 H -0.1087 -7.6830 -24.7731  C2 1.100
7 H 0.5870 -8.3776 -23.3426  C2 1.094
8 H 0.7241 -5.7512 -23.6959  C3 1.093
9 H 1.7900 -5.9756 -24.9308  C3 1.095
10 H 3.2205 -6.9349 -23.3777  O4 0.965
11 O 6.3681 -12.9393 -22.7183  C12 1.432, H15 0.968
12 C 7.6158 -12.2381 -22.6631  O11 1.432, C13 1.536, H16 1.087, H17 1.093
13 C 8.6066 -12.9877 -21.7602  C12 1.536, O14 1.434, H18 1.089, H19 1.097
14 O 8.7546 -14.3998 -21.9645  C13 1.434, H20 0.965
15 H 5.9653 -12.9673 -21.8389  O11 0.968
16 H 7.9518 -12.1658 -23.6940  C12 1.087
17 H 7.4718 -11.3059 -22.1116  C12 1.093
18 H 8.2857 -12.7592 -20.7448  C13 1.089
19 H 9.5954 -12.5622 -21.9721  C13 1.097
20 H 9.1701 -14.3983 -22.8350  O14 0.965
21 O 5.1015 -3.8885 -21.4898  C22 1.418, H25 0.962
22 C 5.5756 -3.3766 -22.7238  O21 1.418, C23 1.543, H26 1.093, H27 1.094
23 C 4.9686 -4.1819 -23.8919  C22 1.543, O24 1.411, H28 1.097, H29 1.096
24 O 5.4277 -5.5161 -23.9185  C23 1.411, H30 0.973
25 H 5.2091 -4.8403 -21.5815  O21 0.962
26 H 5.2256 -2.3559 -22.8964  C22 1.093
27 H 6.6657 -3.3289 -22.8074  C22 1.094
28 H 5.1061 -3.5975 -24.8104  C23 1.097
29 H 3.8749 -4.2183 -23.8351  C23 1.096
30 H 5.9026 -5.6786 -24.7519  O24 0.973
31 O 7.2075 -5.6021 -26.0592  C32 1.450, H35 0.958
32 C 7.7860 -6.9249 -26.1898  O31 1.450, C33 1.517, H36 1.093, H37 1.096
33 C 8.5676 -7.3188 -24.9510  C32 1.517, O34 1.412, H38 1.097, H39 1.095
34 O 8.5016 -8.7044 -24.6890  C33 1.412, H40 0.962
35 H 7.8408 -4.9353 -26.3277  O31 0.958
36 H 7.0047 -7.6632 -26.3858  C32 1.093
37 H 8.2643 -6.7890 -27.1667  C32 1.096
38 H 8.0365 -6.9296 -24.0738  C33 1.097
39 H 9.6031 -6.9856 -25.0782  C33 1.095
40 H 9.2930 -9.1196 -25.0460  O34 0.962
41 O 6.5829 -14.7435 -18.0098  C42 1.442, H45 0.968
42 C 5.2851 -14.4540 -18.5674  O41 1.442, C43 1.515, H46 1.091, H47 1.095
43 C 5.0472 -12.9590 -18.6346  C42 1.515, O44 1.437, H48 1.089, H49 1.094
44 O 5.3925 -12.5721 -19.9744  C43 1.437, H50 0.983
45 H 7.1413 -14.5850 -18.7840  O41 0.968
46 H 5.1042 -15.0030 -19.4924  C42 1.091
47 H 4.5599 -14.8920 -17.8735  C42 1.095
48 H 5.6609 -12.3941 -17.9348  C43 1.089
49 H 3.9790 -12.7654 -18.4984  C43 1.094
50 H 5.1565 -11.6448 -20.2005  O44 0.983
51 O 4.4813 -7.3999 -18.3994  C52 1.416, H55 0.965
52 C 3.1830 -7.7353 -18.8547  O51 1.416, C53 1.523, H56 1.097, H57 1.090
53 C 2.5301 -6.6777 -19.7352  C52 1.523, O54 1.418, H58 1.089, H59 1.093
54 O 1.2707 -7.1140 -20.2178  C53 1.418, H60 0.961
55 H 5.0573 -7.2124 -19.1512  O51 0.965
56 H 3.1807 -8.7269 -19.3236  C52 1.097
57 H 2.5568 -7.8113 -17.9653  C52 1.090
58 H 3.1353 -6.3539 -20.5805  C53 1.089
59 H 2.2217 -5.8663 -19.0706  C53 1.093
60 H 1.3253 -7.2548 -21.1670  O54 0.961
61 O 5.2322 -7.3478 -21.6355  C62 1.429, H65 0.964
62 C 5.7471 -8.4585 -22.3719  O61 1.429, C63 1.524, H66 1.094, H67 1.097
63 C 4.9107 -9.7039 -22.1052  C62 1.524, O64 1.415, H68 1.090, H69 1.095
64 O 5.0132 -10.0537 -20.7379  C63 1.415, H70 0.968
65 H 5.1793 -6.7202 -22.3657  O61 0.964
66 H 5.7454 -8.1682 -23.4265  C62 1.094
67 H 6.7577 -8.7642 -22.0749  C62 1.097
68 H 5.3285 -10.5024 -22.7191  C63 1.090
69 H 3.8751 -9.5077 -22.4037  C63 1.095
70 H 4.7119 -9.2832 -20.2362  O64 0.968

E_HOMO = -9.61 eV
Energy relative to the best compared isomer or geometry (same formula, charge and spin) = 28.9 kcal per mole
Spin multiplicity = 1
Energy = -43859.84240 eV
Net charge = 0
SMILES = OCCO.OCCO.OCCO.OCCO.OCCO.OCCO.OCCO
Largest force on an atom = 2.24 eV/A
Frontier orbital gap = 9.66 eV